The following is a quantum chemistry calculation of a cluster of 2 separate species, C10H16S in total, from OMol25.

- SMILES = Cc1ccccc1.CCSC
- ΔE to the lowest compared entry with this formula, charge and spin (kJ/mol) = 78.4
- net charge = 0

Geometry (Å):
C -3.6761 -0.6092 -1.0190
C -2.2125 -0.5853 -1.4559
C -1.2092 -1.0034 -0.5809
C 0.1066 -1.2040 -0.9638
C 0.4812 -0.8031 -2.2630
C -0.4869 -0.2927 -3.1168
C -1.8304 -0.1936 -2.7265
H -4.1663 0.0976 -1.6960
H -3.8964 -0.4527 0.0350
H -3.9638 -1.6514 -1.2567
H -1.4283 -1.1884 0.4665
H 0.8076 -1.7232 -0.3290
H 1.4851 -1.0448 -2.6090
H -0.2287 -0.0126 -4.1183
H -2.4598 0.1920 -3.4986
C 0.0440 -0.1223 3.0576
C 0.7558 1.1779 2.6260
S 1.8125 0.9511 1.1656
C 3.4836 1.1041 1.9572
H 0.0084 -0.3370 4.1250
H 0.5002 -1.0347 2.6430
H -0.9442 -0.2445 2.5970
H -0.0351 1.8962 2.4130
H 1.3062 1.6127 3.4597
H 3.3582 1.7475 2.8372
H 3.7562 0.1296 2.3414
H 4.1556 1.5902 1.2509

Löwdin population analysis, charges in e, atoms 1 to 2: -0.04 -0.28

The following is a quantum chemistry calculation of a cluster of 2 separate species, C10H16Si in total, from OMol25.

- ΔE to the lowest compared entry with this formula, charge and spin (kJ/mol) = 715.0
- net charge = 0

Geometry (Å):
C -3.3123 -1.2879 -0.0740
C 1.8261 -1.8513 -0.4799
C -2.1841 -0.8776 0.0647
C 1.4453 -0.9021 0.1419
C -4.7936 -1.6066 -0.1942
C 2.3949 -2.9422 -1.2114
C 0.5670 1.5180 -1.6278
C 1.8570 2.8641 0.1868
C 0.4304 0.2845 2.8611
C 0.5565 2.0118 -0.0901
Si 0.2858 0.2952 0.9060
H -5.0131 -2.6299 -0.6088
H -5.2751 -1.3311 0.7570
H -5.2680 -1.0358 -1.1100
H 2.3003 -3.8845 -0.5244
H 1.8205 -3.1474 -2.1588
H 3.4447 -2.6913 -1.4800
H 1.2754 0.7664 -1.6643
H -0.3605 1.1502 -1.8103
H 0.6052 2.4491 -2.2400
H 1.7344 3.7886 -0.4641
H 2.6977 2.3495 -0.2133
H 2.0982 3.1870 1.1699
H 0.8622 -0.6084 3.2844
H 0.9580 1.2058 3.3071
H -0.6177 0.2886 3.1413
H -0.3355 2.6372 0.1312

Löwdin population analysis, charges in e, atoms 1 to 2: -0.34 -0.19

The following is a quantum chemistry calculation of an isolated molecule of C10H16Si, from OMol25.

- SMILES = C[SiH2]c1c(C)cc(C)cc1C
- ΔE to the lowest compared entry with this formula, charge and spin (kJ/mol) = 235.2
- net charge = 0

Geometry (Å):
C 3.3400 0.3006 1.2130
Si 2.4755 -0.1625 -0.5576
C 0.5736 -0.0849 -0.3781
C -0.1818 -1.2707 -0.3239
C 0.3441 -2.6652 -0.4888
C -1.5613 -1.3324 -0.1468
C -2.2416 -0.0488 -0.0336
C -3.6992 0.0132 0.3282
C -1.4935 1.1547 -0.0612
C -0.0901 1.1291 -0.1790
C 0.4559 2.5435 -0.2064
H 2.6659 -0.2163 1.9586
H 4.4727 0.0534 1.2051
H 3.0345 1.3920 1.3059
H 2.9385 1.0107 -1.4410
H 2.6864 -1.3224 -1.3991
H 0.7421 -2.7705 -1.5767
H 1.1244 -2.9442 0.3469
H -0.4908 -3.3848 -0.3831
H -2.1088 -2.2688 0.1352
H -3.8684 0.0437 1.4420
H -4.2565 0.8473 0.0448
H -4.3978 -0.8687 0.0404
H -2.0759 2.1631 -0.0998
H -0.2153 3.0782 0.4604
H 1.6026 2.7342 0.0283
H 0.2247 2.8765 -1.2336

Löwdin population analysis, charges in e, atoms 1 to 2: -0.24 0.70

The following is a quantum chemistry calculation of a structure of composition C10H17AsCl15N2O3S2, from OMol25.

- net charge = -1

Geometry (Å):
O 2.8789 1.9571 -0.8428
S 2.8761 0.5568 -1.2364
O 4.1912 0.0632 -1.5798
C 1.7111 0.2265 -2.5069
As 0.5125 -1.3484 -1.9052
C -0.5103 -2.9564 -1.1774
C -2.0198 -2.9229 -1.4213
S -2.8979 -2.2994 0.0878
C -3.4067 -0.6907 -0.3934
N -2.7851 0.4362 -0.2985
N -3.6922 1.3803 -0.8314
C -4.7517 0.7368 -1.1595
O -4.6549 -0.5892 -0.9314
H 2.3748 -0.1580 -0.1911
H 2.3144 -0.0842 -3.3578
H 1.1761 1.1332 -2.7753
H 0.2764 -0.5693 -0.5277
H -0.7948 -0.6706 -2.4950
H 0.7590 -2.0854 -3.2918
H 1.8404 -2.0276 -1.3259
H -0.0916 -3.8789 -1.5824
H -0.3573 -2.9825 -0.0979
H -2.2900 -2.2516 -2.2378
H -2.4593 -3.9040 -1.5850
H -5.6528 1.1540 -1.5660
C -0.6048 4.1804 -2.7121
Cl 1.0434 4.0553 -2.1117
Cl -0.6956 3.6406 -4.3977
Cl -1.7158 3.2579 -1.7040
H -0.9001 5.2207 -2.6795
C 1.4576 -6.3856 0.1753
Cl 0.1149 -6.9802 1.1625
Cl 0.9283 -6.0880 -1.4797
Cl 2.1518 -4.9290 0.8797
H 2.2221 -7.1502 0.1535
C 2.1529 -0.2253 4.1234
Cl 0.6921 -0.1040 3.1560
Cl 1.7557 -0.4444 5.8358
Cl 3.1988 -1.5308 3.5534
H 2.6906 0.7052 4.0118
C 2.7764 4.2122 2.0594
Cl 1.2115 4.7380 2.6868
Cl 3.9706 5.5087 2.2006
Cl 3.3284 2.7630 2.8864
H 2.6585 3.9677 1.0099
C -2.5812 2.7836 3.2570
Cl -4.0542 2.5674 4.2251
Cl -1.1741 2.2241 4.1669
Cl -2.7087 1.9461 1.7131
H -2.4657 3.8414 3.0583

Löwdin population analysis, charges in e, atoms 1 to 2: -0.47 0.53

The following is a quantum chemistry calculation of the ion C10H17IN3O with charge +1, from OMol25.

- SMILES = [H]/N=C(/C=C/[C@@]1(I)N(C)C=C[N@H+]1C)OCC
- ΔE to the lowest compared entry with this formula, charge and spin (kJ/mol) = 0.0
- net charge = +1

Geometry (Å):
H -3.4780 -0.2953 -2.1404
N -2.5728 0.1481 -2.0629
C -1.7830 -0.3011 -1.1971
C -0.4583 0.3429 -1.0946
C 0.5007 -0.2120 -0.3770
C 1.9660 0.4531 -0.1267
I 3.4627 -1.2841 -0.2335
N 2.3335 1.5041 -0.9696
C 2.5052 1.3030 -2.3884
C 3.1183 2.3746 -0.2491
C 3.0559 2.1139 1.0565
N 2.1134 1.0084 1.2622
C 0.8501 1.5042 1.8524
O -1.9309 -1.2851 -0.2902
C -3.1808 -1.9710 -0.1932
C -3.0521 -2.9942 0.9203
H -0.3643 1.2678 -1.6385
H 0.3710 -1.1500 0.1345
H 1.6699 0.7289 -2.7812
H 2.5374 2.2732 -2.8765
H 3.4337 0.7630 -2.5993
H 3.6781 3.1419 -0.7488
H 3.5039 2.6011 1.8961
H 2.5050 0.2990 1.8879
H 0.4090 2.2428 1.1867
H 0.1504 0.6849 1.9990
H 1.0596 1.9740 2.8127
H -3.9709 -1.2447 0.0343
H -3.4067 -2.4644 -1.1459
H -2.2918 -3.7297 0.6730
H -2.7730 -2.5021 1.8498
H -3.9991 -3.5053 1.0609

Löwdin population analysis, charges in e, atoms 1 to 2: 0.06 0.20

The following is a quantum chemistry calculation of an isolated molecule of C10H17IO5S, from OMol25.

- SMILES = CCCCCC[C@@]1(I)OS(=O)(=O)O[C@H]1CC=O
- net charge = 0

Geometry (Å):
C 3.1732 -2.4072 1.2270
C 3.2795 -2.3103 -0.4335
C 2.9717 -0.7837 -0.9573
C 1.6861 -0.0617 -0.1786
C 1.2368 1.2797 -1.0065
C -0.3518 1.6668 -0.8992
C -1.0171 1.4808 0.5874
I 0.1533 2.1078 2.3677
O -2.0593 2.5602 0.5726
S -3.2149 2.1671 1.7972
O -4.6760 2.4748 1.2950
O -3.1559 3.0558 3.0845
O -2.7855 0.4961 1.9515
C -1.9846 0.1287 0.7502
C -3.1591 0.0610 -0.4172
C -3.0732 -1.3274 -1.3363
O -2.4958 -1.2958 -2.5404
H 2.0187 -2.4299 1.4752
H 3.6203 -1.4482 1.7641
H 3.7439 -3.3294 1.6699
H 4.3649 -2.6595 -0.7823
H 2.4710 -3.0435 -0.8899
H 2.7667 -0.7625 -2.1120
H 3.9608 -0.1439 -0.7687
H 0.8201 -0.8075 0.0737
H 2.1368 0.3155 0.8588
H 1.9042 2.2387 -0.7761
H 1.4433 1.0434 -2.1584
H -0.9451 1.1100 -1.7690
H -0.4528 2.8269 -1.1631
H -1.4564 -0.9234 0.7288
H -4.2279 0.0643 0.0709
H -3.1188 0.9465 -1.1835
H -3.5773 -2.2902 -0.9025

Löwdin population analysis, charges in e, atoms 1 to 2: -0.15 -0.26

The following is a quantum chemistry calculation of the ion C10H17N2O with charge +1, from OMol25.

- ΔE to the lowest compared entry with this formula, charge and spin (kJ/mol) = 581.9
- net charge = +1

Geometry (Å):
C -0.4390 1.9243 0.7570
C 1.7529 -0.1866 -0.2989
C -0.5881 -1.0140 -0.1097
C 1.6069 0.5924 0.7798
C -1.6523 1.2834 0.0407
C 2.9076 -0.5147 -1.1372
C -0.9718 -2.4616 0.0764
C 2.7851 1.1550 1.5290
C -1.5534 2.0518 -1.2647
C -2.7902 -0.5621 0.6123
N -1.5972 -0.1468 0.0628
N 0.6120 -0.8802 -0.7269
O 0.3039 0.9079 1.1857
H -2.5545 1.6892 0.6488
H 3.8615 -0.2436 -0.7084
H 2.7173 -0.2356 -2.1277
H 2.8204 -1.6132 -1.2440
H -1.1938 -2.6381 1.1229
H -0.0933 -3.1396 -0.1309
H -1.6920 -2.8145 -0.6473
H 3.5173 0.3620 1.7912
H 2.3196 1.6228 2.3740
H 3.4152 2.0348 1.1279
H -0.6013 1.9361 -1.7051
H -1.8267 3.0707 -0.8830
H -2.3106 1.7133 -2.0053
H -2.9119 -1.6354 0.7083
H -2.9728 -0.1787 1.6088
H -3.5437 -0.3261 -0.1769
H 0.6728 -1.7528 -1.2596

Löwdin population analysis, charges in e, atoms 1 to 2: 0.14 -0.24

The following is a quantum chemistry calculation of a cluster of 2 separate species, C10H17N2O2 in total, from OMol25.

- ΔE to the lowest compared entry with this formula, charge and spin (kJ/mol) = 767.0
- net charge = +1

Geometry (Å):
C 0.6286 2.1022 1.5881
C -0.1648 2.5323 2.5725
C -0.7300 2.7327 -1.6476
C 2.2046 2.0294 -0.3441
C -1.7540 -0.3538 0.2918
C 3.7529 1.9354 -0.1185
C -1.2665 -2.4494 1.7433
C -0.5535 -2.2818 -0.7894
C 1.6877 2.5182 -1.6182
C -1.3949 -1.7710 0.3413
N 1.4727 2.0936 0.7070
N -2.8494 -1.3488 -0.0131
O -0.9044 1.6043 -1.9940
O 0.5003 3.3026 -1.4140
H 0.2373 2.4708 3.6344
H -1.2359 2.5968 2.5009
H -1.4459 3.4358 -1.3105
H -1.7097 0.4904 -0.4006
H 4.0211 0.9348 0.1101
H 4.0203 2.5487 0.7815
H 4.3440 2.2900 -0.9554
H -0.8985 -1.7079 2.4303
H -0.4514 -3.1805 1.4914
H -2.1494 -2.8543 2.1078
H 0.4395 -1.9038 -0.6070
H -0.5647 -3.3785 -0.6481
H -0.9015 -2.0408 -1.8225
H 2.4496 3.2492 -2.0166
H 1.3516 1.7684 -2.3339
H -3.5186 -1.4157 0.7268
H -3.1949 -1.2301 -0.9409

Löwdin population analysis, charges in e, atoms 1 to 2: -0.03 0.11

The following is a quantum chemistry calculation of a structure of composition C10H17N2O2, from OMol25.

- ΔE to the lowest compared entry with this formula, charge and spin (kJ/mol) = 402.9
- net charge = +1

Geometry (Å):
C 0.1622 -2.5466 -1.3870
C 0.1927 -1.2237 -1.6285
C 0.4183 -2.6780 0.0798
C -1.3783 0.1625 -0.4131
C 0.4300 -0.5523 -0.3475
C -2.8732 0.5080 1.4016
C 0.9453 1.4736 1.0603
C -2.2579 -0.5841 0.4949
C 2.7485 0.0684 0.0580
C 1.2897 0.6695 -0.1898
N 0.5072 -1.5323 0.6048
N 1.2323 1.6141 -1.3288
O -1.5472 1.0597 -1.1781
O 2.7650 -0.3791 1.4782
H -0.0851 -3.2853 -2.1284
H -0.0410 -0.7616 -2.6313
H 0.4587 -3.5189 0.6530
H -3.7496 0.9519 0.8689
H -2.2689 1.4202 1.5927
H -2.9549 0.1236 2.3969
H 1.7462 2.1192 1.3088
H -0.0200 2.0033 0.7490
H 0.8947 0.8623 1.8914
H -3.1221 -1.1025 -0.0467
H -1.8287 -1.4885 1.0571
H 3.6842 0.7680 0.1625
H 2.8682 -0.7489 -0.7386
H 0.3544 1.4271 -1.7247
H 2.1442 1.4939 -1.7945
H 1.2372 2.5103 -0.9390
H 1.9149 -0.9802 1.5853

Löwdin population analysis, charges in e, atoms 1 to 2: 0.02 -0.05

The following is a quantum chemistry calculation of the ion C10H17N2O2Si with charge +1, from OMol25.

- SMILES = C[Si](C)(C)/C([NH3+])=C1\C=CC([N+](=O)[O-])=CC1
- ΔE to the lowest compared entry with this formula, charge and spin (kJ/mol) = 580.2
- net charge = +1

Geometry (Å):
C 1.8694 -1.7263 1.3767
Si 0.6437 -0.4774 1.9974
C 1.4769 0.5401 3.2953
C -0.9416 -0.9406 2.8541
C 0.0944 0.6752 0.5986
N 0.2929 2.1420 0.9092
C -0.2960 0.4505 -0.6512
C -0.5587 -0.9242 -1.0850
C -0.9042 -1.3279 -2.2821
C -1.1346 -0.3649 -3.3718
N -1.5095 -0.7908 -4.6400
O -1.3035 -1.9578 -4.9099
O -2.0210 0.0408 -5.3715
C -0.8272 0.8900 -3.0495
C -0.4183 1.4821 -1.7839
H 1.7989 -1.9883 0.2768
H 2.7394 -1.2542 1.6117
H 1.9023 -2.7047 1.9518
H 2.0632 -0.0146 4.0272
H 2.2168 1.2055 2.8263
H 0.8922 1.0718 4.0202
H -1.5642 -1.4217 2.0256
H -0.7593 -1.7078 3.4994
H -1.4966 -0.0791 3.3915
H 0.4148 2.1985 1.8270
H 1.1458 2.5803 0.4740
H -0.5832 2.6608 0.5052
H -0.4910 -1.5895 -0.2659
H -1.1404 -2.3799 -2.6478
H -0.7198 1.4795 -3.9860
H 0.4398 2.2232 -1.9576
H -1.3216 2.0093 -1.4656

Löwdin population analysis, charges in e, atoms 1 to 2: -0.14 0.52

The following is a quantum chemistry calculation of a cluster of 2 separate species, C10H17N2O3 in total, from OMol25.

- <S²> = 2.01
- spin multiplicity = 3
- net charge = -1

Geometry (Å):
C 0.2042 -1.9378 1.0757
C 2.7481 0.3055 -0.5090
C -0.6139 -1.8978 -2.1778
C -1.8610 -1.3898 -1.5165
C -0.6165 -0.5272 -1.5352
C 0.2100 1.0673 2.0431
C -0.0801 2.4297 0.1065
C -1.9003 0.8849 0.8973
C 0.1794 -0.2147 -0.2990
C -0.3820 1.0060 0.6187
N 1.3301 -2.4543 0.8125
N 1.4778 0.1537 -0.9272
O 3.4997 1.0411 -1.1558
O -0.8122 -2.0530 1.7168
O 3.1310 -0.3596 0.5738
H -0.0891 -2.8098 -1.9190
H -0.8316 -1.5905 -3.2630
H -2.5954 -1.2691 -2.1683
H -2.1298 -1.7565 -0.5128
H -0.4690 0.2800 -2.2971
H 1.2754 1.1274 2.0610
H -0.1122 0.0959 2.5265
H -0.0974 1.9255 2.5993
H -0.9962 3.1210 0.1409
H 0.1557 2.5004 -1.0803
H 0.7365 3.0231 0.7053
H -2.4549 1.1154 0.0562
H -2.0270 1.6126 1.6376
H -2.3592 -0.0512 1.2111
H 2.4166 -0.9971 0.9728
H 1.7280 -3.0811 1.4927
H 1.3357 0.7001 -1.8869

Löwdin population analysis, charges in e, atoms 1 to 2: -0.59 -0.66

The following is a quantum chemistry calculation of the ion C10H17N2S with charge +1, from OMol25.

- ΔE to the lowest compared entry with this formula, charge and spin (kJ/mol) = 258.1
- net charge = +1

Geometry (Å):
C 3.1377 -0.7600 1.0737
C 1.7109 -0.9806 0.9019
C 3.6023 0.3124 0.3604
C 1.1554 -0.1298 -0.0292
C -0.6751 1.2374 -1.3970
C -0.9414 2.6371 -0.5980
C -0.7718 1.6223 1.5259
C -0.1782 0.2071 -0.4969
C -1.5984 -1.6498 0.7334
C -0.3715 -2.2298 -1.1830
N -1.1072 -1.0632 -0.4713
N -1.5628 2.4389 0.7133
S 2.3860 0.9135 -0.6557
H 3.6887 -1.4573 1.6972
H 1.0997 -1.8488 1.2722
H 4.6023 0.5826 0.1188
H -1.5848 0.8873 -1.9318
H 0.0111 1.5051 -2.1611
H 0.1176 2.8372 -0.4532
H -1.2608 3.4598 -1.1783
H -1.2847 1.0546 2.3247
H 0.2997 1.7328 1.4438
H -2.6429 -1.2487 0.8428
H -1.7335 -2.7409 0.4806
H -0.7249 -1.4128 1.4414
H -1.1509 -3.0249 -1.3412
H 0.0526 -1.9377 -2.1579
H 0.3335 -2.5901 -0.5717
H -2.6218 2.4545 0.7432
H -1.9866 -0.8083 -1.0469

Löwdin population analysis, charges in e, atoms 1 to 2: -0.16 -0.14

| no. | total energy (eV) |
| --- | --- |
| 1 | -21464.037 |
| 2 | -18500.545 |
| 3 | -18505.517 |
| 4 | -290108.516 |
| 5 | -25256.024 |
| 6 | -39810.340 |
| 7 | -15661.280 |
| 8 | -17707.086 |
| 9 | -17710.859 |
| 10 | -25586.941 |
| 11 | -19763.198 |
| 12 | -24450.434 |